No. 1
Molecular formula: C12H20B3F7O9
Method: DFT, wB97M-V/def2-TZVPD

Results
HOMO energy: -9.441 eV
2S+1: 1

```
51
C12H20B3F7O9, DFT wB97M-V/def2-TZVPD
C 0.589 -2.762 1.403
C -0.744 -2.563 0.605
O -0.877 -1.248 0.057
C 0.296 -0.770 -0.586
C 1.158 0.240 0.262
B 0.325 1.188 1.222
O 0.587 2.584 1.140
B 0.356 3.240 2.357
O 1.170 4.341 2.646
O -0.661 2.868 3.250
B -1.370 1.855 2.573
F -2.672 2.016 2.313
O -0.618 0.751 2.169
H 1.440 -2.850 0.686
H 0.553 -3.706 1.980
H 0.819 -1.879 2.033
H -1.537 -2.713 1.344
H -0.865 -3.388 -0.136
H -0.056 -0.203 -1.482
H 0.961 -1.566 -0.982
H 1.917 -0.348 0.822
H 1.693 0.888 -0.470
H 1.624 4.179 3.487
C -7.939 -2.653 -0.182
C -6.797 -3.307 0.569
O -5.534 -2.996 -0.043
C -5.021 -1.799 0.251
O -5.532 -0.989 0.967
C -3.659 -1.629 -0.429
F -3.680 -2.010 -1.718
F -2.710 -2.384 0.187
F -3.248 -0.367 -0.409
H -7.912 -2.932 -1.237
H -8.898 -2.957 0.239
H -7.870 -1.566 -0.137
H -6.901 -4.390 0.527
H -6.792 -3.022 1.622
C 5.294 4.318 -2.497
C 5.612 3.006 -3.184
O 6.192 2.068 -2.260
C 5.336 1.426 -1.466
O 4.149 1.578 -1.467
C 6.087 0.432 -0.575
F 7.181 0.977 -0.020
F 6.495 -0.639 -1.278
F 5.326 -0.021 0.425
H 6.184 4.718 -2.007
H 4.930 5.050 -3.219
H 4.535 4.186 -1.726
H 6.355 3.169 -3.964
H 4.730 2.577 -3.662
```

No. 2
Molecular formula: C12H20Cl4N4
Method: DFT, wB97M-V/def2-TZVPD

Results
Charge: -1
HOMO energy (spin up / spin down): 0.331 / -8.466 eV
2S+1: 2

```
40
C12H20Cl4N4, DFT wB97M-V/def2-TZVPD
C 3.123 3.892 -1.135
C 3.235 2.564 -0.533
N 3.319 1.534 -0.044
H 2.667 4.586 -0.429
H 2.505 3.774 -2.025
H 4.124 4.240 -1.391
C -3.644 -2.006 -1.225
C -3.722 -2.878 -2.433
N -3.769 -3.512 -3.391
H -3.122 -2.494 -0.402
H -4.576 -1.572 -0.865
H -3.054 -1.165 -1.590
C -4.028 -2.475 2.499
C -3.912 -3.851 2.096
N -3.929 -4.931 1.798
H -4.971 -2.133 2.071
H -3.163 -1.920 2.135
H -3.963 -2.372 3.582
C -0.010 6.270 2.051
C -0.153 4.868 1.533
N -0.273 3.818 1.133
H -0.810 6.879 1.630
H 0.924 6.599 1.597
H 0.088 6.201 3.135
Cl -0.776 -1.032 1.517
C -0.043 0.500 1.078
C -0.236 0.717 -0.427
Cl 0.490 -0.541 -1.460
H 1.022 0.567 1.304
H -0.672 1.248 1.560
H 0.217 1.674 -0.689
H -1.301 0.753 -0.658
Cl 2.623 -2.855 -3.351
C 2.818 -3.466 -1.675
C 4.295 -3.454 -1.283
Cl 4.573 -4.003 0.425
H 2.386 -4.463 -1.771
H 2.216 -2.906 -0.959
H 4.663 -2.460 -1.538
H 4.837 -4.195 -1.869
```

No. 3
Molecular formula: C12H20Cl5FNO
Method: DFT, wB97M-V/def2-TZVPD

Results
HOMO energy (spin up / spin down): -8.056 / -9.619 eV
2S+1: 2

```
40
C12H20Cl5FNO, DFT wB97M-V/def2-TZVPD
C 3.062 -1.519 1.522
C 2.701 -2.161 0.194
F 3.792 -2.040 -0.651
C 1.451 -1.601 -0.509
Cl 1.318 -2.583 -2.035
C 1.574 -0.117 -0.897
C 0.489 0.879 -0.419
C 0.889 1.603 0.897
C 0.351 1.945 -1.514
N -0.859 0.269 -0.188
O -1.873 0.902 -0.610
C -1.053 -1.193 -0.063
C -1.624 -1.733 -1.389
C -2.108 -1.429 1.045
C 0.242 -1.866 0.370
H 4.141 -1.607 1.648
H 2.817 -0.465 1.581
H 2.603 -2.042 2.358
H 2.533 -3.228 0.353
H 2.529 0.251 -0.520
H 1.649 -0.051 -1.979
H 0.032 1.638 1.566
H 1.217 2.618 0.685
H 1.698 1.105 1.423
H -0.240 2.789 -1.177
H -0.055 1.520 -2.429
H 1.360 2.308 -1.733
H -2.688 -1.519 -1.431
H -1.151 -1.251 -2.243
H -1.447 -2.802 -1.465
H -2.662 -2.340 0.818
H -1.640 -1.563 2.019
H -2.808 -0.598 1.064
H 0.067 -2.938 0.473
H 0.489 -1.496 1.371
C -3.360 4.060 0.373
Cl -4.234 5.492 0.931
Cl -4.338 2.623 0.660
Cl -3.025 4.214 -1.353
Cl -1.835 3.928 1.258
```

No. 4
Molecular formula: C12H20ClNO10
Method: DFT, wB97M-V/def2-TZVPD

Results
SMILES: CN(CCCCl)C(=O)OCOO.O=C1OCCO1.O=C1OCCO1
HOMO energy: -9.568 eV
2S+1: 1

```
44
C12H20ClNO10, DFT wB97M-V/def2-TZVPD
C -1.045 -0.359 0.800
N 0.017 -0.211 -0.211
C 1.213 -1.023 0.060
C 1.352 -2.129 -0.998
C 2.596 -1.956 -1.855
Cl 2.336 -2.770 -3.428
C 0.330 1.127 -0.468
O 0.780 1.887 0.284
O 0.138 1.534 -1.763
C -1.061 1.136 -2.341
O -0.850 -0.062 -3.035
O -2.140 -0.488 -3.403
H -1.144 -1.412 0.987
H -0.822 0.191 1.706
H -1.978 -0.058 0.362
H 2.096 -0.399 0.061
H 1.172 -1.456 1.045
H 0.500 -2.102 -1.648
H 1.351 -3.100 -0.521
H 3.410 -2.454 -1.368
H 2.825 -0.921 -2.019
H -1.847 1.021 -1.605
H -1.395 1.891 -3.034
H -2.013 -1.441 -3.409
C -5.899 -2.219 1.480
C -4.997 -1.448 0.543
O -4.130 -0.758 1.449
C -4.107 -1.452 2.619
O -3.356 -1.239 3.510
O -5.058 -2.420 2.619
H -6.224 -3.172 1.072
H -6.775 -1.644 1.786
H -4.396 -2.102 -0.092
H -5.536 -0.742 -0.084
C 3.670 3.364 0.581
C 4.070 2.353 1.630
O 5.499 2.385 1.562
C 5.869 3.589 1.050
O 6.983 3.995 1.020
O 4.787 4.260 0.580
H 2.751 3.887 0.827
H 3.571 2.920 -0.411
H 3.758 2.645 2.634
H 3.698 1.353 1.421
```

No. 5
Molecular formula: C12H20F6PtSb4Se4
Method: DFT, wB97M-V/def2-TZVPD

Results
Charge: -1
HOMO energy (spin up / spin down): -4.916 / -4.932 eV
2S+1: 2
ΔE to the lowest compared entry with this formula, charge and spin: 61.61 kJ/mol

```
47
C12H20F6PtSb4Se4, DFT wB97M-V/def2-TZVPD
Pt -1.310 -1.941 -0.579
Se -5.852 0.177 -1.264
Sb -4.665 -1.924 -1.239
Se -2.455 -2.191 -2.638
Se -3.238 -2.211 0.938
Se -5.945 -3.949 -1.589
C 1.427 -2.556 2.640
Sb 1.039 -2.014 0.600
C 2.579 -3.170 -0.330
C 2.128 -0.136 0.606
C 1.565 0.860 1.561
C 2.017 0.848 2.883
C 1.519 1.718 3.836
C 0.532 2.624 3.480
C 0.088 2.663 2.171
C 0.598 1.810 1.189
C 0.144 1.990 -0.219
Sb -1.574 0.789 -0.771
C -2.520 2.003 -2.262
C -2.824 1.429 0.854
H 2.502 -2.548 2.820
H 1.036 -3.553 2.836
H 0.941 -1.849 3.311
H 3.539 -2.711 -0.096
H 2.437 -3.172 -1.408
H 2.560 -4.192 0.044
H 2.157 0.212 -0.425
H 3.138 -0.428 0.900
H 2.788 0.137 3.158
H 1.909 1.690 4.846
H 0.130 3.316 4.209
H -0.660 3.392 1.881
H 0.920 1.764 -0.946
H -0.195 3.013 -0.381
H -2.427 3.034 -1.917
H -3.568 1.721 -2.330
H -2.021 1.876 -3.218
H -2.824 2.521 0.870
H -2.445 1.044 1.799
H -3.838 1.070 0.695
F 0.924 -1.350 -2.237
Sb 1.544 -0.458 -3.839
F 2.206 0.505 -5.308
F 2.965 0.158 -2.744
F 2.467 -2.048 -4.255
F 0.521 1.070 -3.315
F 0.043 -1.030 -4.817
```

No. 6
Molecular formula: C12H20N2O
Method: DFT, wB97M-V/def2-TZVPD

Results
SMILES: CCCCCCCc1nccnc1OC
HOMO energy: -8.739 eV
2S+1: 1
ΔE to the lowest compared entry with this formula, charge and spin: 503.20 kJ/mol

```
35
C12H20N2O, DFT wB97M-V/def2-TZVPD
C -0.210 3.162 0.220
C -0.991 2.385 -0.791
C -1.778 1.320 -0.018
C -2.114 0.213 -0.951
C -2.796 -0.790 -0.289
C -1.902 -1.806 0.666
C -0.542 -2.367 -0.137
C 0.703 -1.478 -0.412
C 2.006 -0.287 -1.971
C 2.644 0.356 -0.925
C 1.173 -0.483 0.516
C 1.002 0.291 2.779
H -0.859 3.661 1.023
H 0.227 3.916 -0.356
H 0.798 2.749 0.553
H -1.696 2.949 -1.436
H -0.438 1.797 -1.632
H -2.592 1.780 0.393
H -1.306 0.881 0.724
H -1.275 -0.342 -1.439
H -2.685 0.523 -1.887
H -3.651 -0.316 0.338
H -3.242 -1.175 -1.163
H -2.428 -2.957 0.858
H -1.518 -1.383 1.551
H -0.493 -3.135 -0.896
H 0.113 -2.958 0.568
H 2.495 -0.453 -3.006
H 3.477 1.007 -1.188
H 0.228 1.208 2.811
H 0.786 -0.250 3.845
H 2.192 0.645 2.884
N 1.173 -1.219 -1.614
N 2.149 0.408 0.272
O 0.681 -0.696 1.841
```

| no. | E (eV) |
| --- | --- |
| 1 | -52256.2311 |
| 2 | -68816.7813 |
| 3 | -81633.9060 |
| 4 | -47252.2822 |
| 5 | -319863.2158 |
| 6 | -17790.2461 |